Formula: H16O8
Source: the OMol25 dataset
Level of theory: wB97M-V/def2-TZVPD

Computed properties:
Structure (SMILES): O.O.O.O.O.O.O.O
Relative energy (zero: lowest compared OMol25 entry of this formula, charge and spin), kcal/mol: 57.4
E, a.u.: -611.49111
Lowest unoccupied orbital energy, eV: -0.16
Strongest force on any atom, eV/A: 2.80
Charge: 0

```
24
Properties=species:S:1:pos:R:3:mulliken_charge:R:1
O -2.40491 1.66850 1.06878 -0.65
H -3.12378 1.91077 0.51403 0.27
H -2.81836 1.58250 1.91877 0.32
O 0.15773 0.53436 -0.42662 -0.66
H -0.02261 1.02430 0.35876 0.19
H 1.09779 0.34750 -0.36393 0.37
O 1.69577 -2.63568 -1.28646 -0.61
H 1.06434 -2.64243 -2.00309 0.36
H 2.01056 -1.73092 -1.26854 0.31
O -1.16022 -1.18861 1.91303 -0.61
H -0.83016 -0.34817 2.17554 0.32
H -0.30910 -1.66140 1.61986 0.32
O 0.30307 0.24721 -3.05481 -0.62
H 0.20328 0.51164 -2.14054 0.45
H 1.22736 0.09933 -3.26444 0.26
O 2.79794 -0.29770 -0.38038 -0.72
H 2.90679 -0.45588 0.58353 0.31
H 3.57250 -0.63421 -0.80820 0.30
O 0.06623 1.50226 2.28110 -0.68
H 0.62074 2.21746 2.09100 0.30
H -0.83688 1.76552 2.12099 0.39
O -2.18699 -0.84436 -0.87243 -0.62
H -2.70934 -0.50870 -0.12603 0.31
H -1.32175 -0.46329 -0.64992 0.41
```